No. 1
Density functional theory data (ωB97M-V/def2-TZVPD) for a 2-piece molecular cluster, C3H10OS overall.

Atoms and positions in Å:
C: 1.704 1.804 -0.576
O: 1.814 0.606 0.203
H: 1.121 0.790 0.887
H: 0.743 2.190 -0.834
H: 2.330 2.478 0.005
H: 2.204 1.672 -1.521
C: -2.081 -0.203 0.106
C: -0.080 -1.907 0.291
S: -1.286 -1.493 -0.959
H: -2.399 -0.722 0.996
H: -1.449 0.662 0.148
H: -3.031 0.197 -0.303
H: -0.617 -2.439 1.064
H: 0.354 -1.072 0.776
H: 0.674 -2.562 -0.283

The calculation puts the HOMO energy (spin up / spin down) at 1.090 / -4.959 eV. Its HOMO-LUMO gap (spin up / spin down) is 2.4 / 8.4 eV. The total charge is -1. The expectation value of S² is 0.750. The spin multiplicity is 2. The molar mass comes out at 94.18 g mol⁻¹.

These are the natural (NBO) partial charges, in e, on atoms 1 to 5: atom 1 (C): -0.501, atom 2 (O): -0.809, atom 3 (H): 0.387, atom 4 (H): 0.156, atom 5 (H): 0.146


No. 2
Density functional theory data (ωB97M-V/def2-TZVPD) for a 2-piece molecular cluster, C3H10OS overall.

Atoms and positions in Å:
C: -0.021 -1.589 -2.056
C: 0.044 -0.739 -0.767
S: -0.566 0.941 -1.149
C: -1.021 1.548 0.495
H: 0.977 -1.819 -2.399
H: -0.470 -1.007 -2.870
H: -0.697 -2.438 -1.956
H: 1.089 -0.606 -0.505
H: -0.587 -1.186 -0.001
H: -0.282 1.216 1.228
H: -1.046 2.635 0.478
H: -1.989 1.133 0.787
H: 1.262 0.043 3.352
H: 2.106 1.083 2.614
O: 1.201 0.787 2.747

The calculation puts the HOMO energy at -8.098 eV. Its HOMO-LUMO gap is 8.7 eV. The structure (SMILES) is CCSC.O. The spin multiplicity is 1. The molar mass comes out at 94.18 g mol⁻¹.

These are the natural (NBO) partial charges, in e, on atoms 1 to 5: atom 1 (C): -0.624, atom 2 (C): -0.520, atom 3 (S): 0.152, atom 4 (C): -0.759, atom 5 (H): 0.211


No. 3
Density functional theory data (ωB97M-V/def2-TZVPD) for a 2-piece molecular cluster, C3H10OS overall.

Atoms and positions in Å:
C: 0.908 -1.626 -0.160
C: 1.835 -0.422 0.081
S: 1.464 1.179 -0.625
C: -0.214 1.344 0.200
H: 0.738 -1.735 -1.234
H: 0.026 -1.571 0.487
H: 1.381 -2.512 0.427
H: 2.869 -0.792 -0.025
H: 1.932 -0.298 1.166
H: -0.860 1.969 -0.399
H: -0.644 0.411 0.502
H: 0.203 1.978 0.992
H: -3.496 0.310 0.254
H: -2.757 1.177 -1.025
O: -3.385 0.587 -0.642

The calculation puts the HOMO energy at -8.521 eV. Its HOMO-LUMO gap is 9.3 eV. The structure (SMILES) is CCSC.O. The spin multiplicity is 1. The molar mass comes out at 94.18 g mol⁻¹.

These are the natural (NBO) partial charges, in e, on atoms 1 to 5: atom 1 (C): -0.623, atom 2 (C): -0.572, atom 3 (S): 0.176, atom 4 (C): -0.721, atom 5 (H): 0.224


No. 4
Density functional theory data (ωB97M-V/def2-TZVPD) for a 2-piece molecular cluster, C3H10OS overall.

Atoms and positions in Å:
C: 0.568 0.829 1.241
C: 0.459 0.925 -0.316
C: -0.790 0.346 -0.959
S: -0.201 0.215 -2.801
H: 1.404 1.304 1.764
H: -0.329 1.321 1.653
H: 0.354 -0.202 1.648
H: 1.421 0.461 -0.692
H: 0.327 1.953 -0.750
H: -0.982 -0.681 -0.622
H: -1.440 1.153 -0.777
H: 0.752 1.136 -2.755
H: 0.080 -2.613 1.473
H: -1.001 -3.451 1.075
O: -0.623 -2.695 0.818

The calculation puts the HOMO energy at -8.844 eV. Its HOMO-LUMO gap is 9.5 eV. The structure (SMILES) is CCCS.O. The spin multiplicity is 1. The molar mass comes out at 94.18 g mol⁻¹.

These are the natural (NBO) partial charges, in e, on atoms 1 to 5: atom 1 (C): -0.624, atom 2 (C): -0.413, atom 3 (C): -0.456, atom 4 (S): -0.100, atom 5 (H): 0.221


No. 5
Density functional theory data (ωB97M-V/def2-TZVPD) for a 2-piece molecular cluster, C3H10OS overall.

Atoms and positions in Å:
C: -0.423 -1.592 1.981
O: -1.483 -0.644 2.251
H: -0.343 -1.629 0.860
H: -0.564 -2.601 2.420
H: 0.641 -1.279 2.391
H: -1.300 0.064 1.620
C: 0.710 0.055 -1.682
C: 0.725 1.528 -1.344
S: -0.423 1.973 -0.003
H: 0.372 -0.539 -0.819
H: -0.134 -0.227 -2.349
H: 1.659 -0.278 -2.078
H: 0.319 2.184 -2.083
H: 1.718 1.810 -0.958
H: -1.475 1.176 -0.208

The calculation puts the HOMO energy at -9.365 eV. Its HOMO-LUMO gap is 10.2 eV. The structure (SMILES) is CCS.CO. The spin multiplicity is 1. The molar mass comes out at 94.18 g mol⁻¹.

These are the natural (NBO) partial charges, in e, on atoms 1 to 5: atom 1 (C): -0.256, atom 2 (O): -0.727, atom 3 (H): 0.157, atom 4 (H): 0.190, atom 5 (H): 0.159


No. 6
Density functional theory data (ωB97M-V/def2-TZVPD) for a 2-piece molecular cluster, C3H10OS2 overall.

Atoms and positions in Å:
C: -0.123 -0.450 -2.411
C: -1.554 -0.256 -1.839
S: -1.636 -0.826 -0.169
S: -1.493 0.519 1.297
C: 0.125 1.591 1.216
H: 0.080 -1.472 -2.395
H: 0.621 -0.108 -1.636
H: 0.211 -0.112 -3.395
H: -1.852 0.798 -1.938
H: -2.384 -0.730 -2.495
H: 0.565 1.541 2.236
H: 0.680 1.009 0.469
H: -0.068 2.531 0.798
H: 2.341 -0.924 4.110
H: 2.396 -1.948 2.885
O: 2.093 -1.162 3.266

The calculation puts the HOMO energy at -8.015 eV. Its HOMO-LUMO gap is 8.9 eV. The structure (SMILES) is CCSSC.O. The spin multiplicity is 1. The molar mass comes out at 126.25 g mol⁻¹.

These are the natural (NBO) partial charges, in e, on atoms 1 to 5: atom 1 (C): -0.622, atom 2 (C): -0.595, atom 3 (S): 0.111, atom 4 (S): 0.035, atom 5 (C): -0.688


No. 7
Density functional theory data (ωB97M-V/def2-TZVPD) for a 2-piece molecular cluster, C3H10OS2 overall.

Atoms and positions in Å:
C: 1.113 -1.549 -0.309
C: 2.282 -1.856 0.605
C: -0.101 -0.814 0.240
S: -1.336 -0.603 -1.091
S: -2.276 0.981 -0.250
H: 0.967 -2.526 -0.795
H: 1.447 -0.982 -1.197
H: 3.114 -2.309 0.054
H: 2.508 -0.849 0.988
H: 2.024 -2.451 1.483
H: 0.314 0.105 0.675
H: -0.538 -1.470 0.987
H: -2.815 0.080 0.623
H: -2.277 4.290 -0.017
H: -2.163 4.858 -1.459
O: -2.264 5.096 -0.538

The calculation puts the HOMO energy at -9.126 eV. Its HOMO-LUMO gap is 9.6 eV. The structure (SMILES) is CCCSS.O. The spin multiplicity is 1. The molar mass comes out at 126.25 g mol⁻¹.

These are the natural (NBO) partial charges, in e, on atoms 1 to 5: atom 1 (C): -0.418, atom 2 (C): -0.600, atom 3 (C): -0.534, atom 4 (S): 0.100, atom 5 (S): -0.145


No. 8
Density functional theory data (ωB97M-V/def2-TZVPD) for a 2-piece molecular cluster, C3H10OS2 overall.

Atoms and positions in Å:
C: -1.627 1.096 1.320
C: -0.973 0.750 -0.032
S: 0.768 1.036 -0.147
S: 1.090 -0.541 1.609
C: 0.358 -1.963 0.799
H: -2.685 1.331 1.243
H: -1.672 0.182 1.917
H: -1.072 1.837 1.890
H: -1.408 1.486 -0.721
H: -1.288 -0.199 -0.455
H: 0.452 -1.831 -0.276
H: -0.695 -2.074 1.054
H: 0.957 -2.828 1.077
H: 3.257 0.926 -3.230
H: 2.108 0.308 -2.577
O: 2.432 0.485 -3.472

The calculation puts the HOMO energy at -8.969 eV. Its HOMO-LUMO gap is 8.4 eV. The structure (SMILES) is CCSSC.O. The spin multiplicity is 1. The molar mass comes out at 126.25 g mol⁻¹.

These are the natural (NBO) partial charges, in e, on atoms 1 to 5: atom 1 (C): -0.620, atom 2 (C): -0.581, atom 3 (S): 0.110, atom 4 (S): 0.085, atom 5 (C): -0.775